# 1
{"formula": "Ag2Cl", "method": "the ωB97M-V functional and the def2-TZVPD basis", "orbital_gap_ev": [12.72, 4.60], "charge": 3, "relative_energy_ev": 0.363, "spin_multiplicity": 3, "symbols": ["Ag", "Ag", "Cl"], "positions_angstrom": [[28.41423, 21.36146, -31.93040], [32.67240, 18.88719, -31.03307], [30.19354, 19.48338, -31.92012]]}

***

# 2
{"formula": "Ag2Cl3IO12", "method": "the ωB97M-V functional and the def2-TZVPD basis", "orbital_gap_ev": 4.67, "charge": -2, "symbols": ["Ag", "Ag", "I", "Cl", "O", "O", "O", "O", "Cl", "O", "O", "O", "O", "Cl", "O", "O", "O", "O"], "positions_angstrom": [[-5.80914, 7.68331, 5.75897], [-8.01476, 4.51817, 4.07941], [-4.19486, 8.63995, 7.71128], [-9.32946, 2.46589, 5.38962], [-9.77617, 3.40531, 4.40103], [-9.50777, 3.03566, 6.69166], [-10.12970, 1.28415, 5.16291], [-7.91122, 2.37471, 5.22344], [-6.96266, 7.11470, 8.75747], [-7.75120, 6.79554, 7.61977], [-7.04747, 8.48223, 9.34049], [-6.66118, 6.03074, 9.63340], [-3.38632, 6.88110, 7.99725], [-7.86042, 7.75653, 3.84887], [-9.12726, 7.15713, 3.75823], [-6.87691, 6.59314, 4.04647], [-7.48952, 8.38632, 2.64257], [-7.66007, 8.65477, 4.91072]]}

***

# 3
{"formula": "Ag3N4O12", "method": "the ωB97M-V functional and the def2-TZVPD basis", "orbital_gap_ev": [7.55, 5.98], "charge": 2, "spin_multiplicity": 4, "symbols": ["Ag", "Ag", "Ag", "N", "O", "O", "O", "N", "O", "O", "O", "N", "O", "O", "O", "N", "O", "O", "O"], "positions_angstrom": [[6.55890, -7.08979, 0.67197], [6.08989, -12.65937, -1.94309], [4.18050, -12.51010, 3.42598], [7.20859, -13.79197, 3.34713], [7.69649, -14.60753, 2.63646], [7.44916, -13.61285, 4.53510], [6.12313, -13.45418, 2.96320], [1.29012, -10.94860, 2.17533], [0.46732, -10.82669, 3.05142], [1.18046, -10.88047, 0.97824], [2.32087, -11.47283, 2.55188], [8.94008, -11.43455, 2.20042], [9.05127, -12.50455, 1.53765], [8.85240, -11.31891, 3.44187], [8.94936, -10.38560, 1.56283], [5.86991, -10.53053, 1.13764], [6.53329, -10.98819, 0.27187], [4.94723, -11.15867, 1.64437], [6.02056, -9.30655, 1.12470]]}

***

# 4
{"formula": "AgCl12O60Pb4S3", "method": "the ωB97M-V functional and the def2-TZVPD basis", "orbital_gap_ev": [4.52, 1.95], "charge": -8, "relative_energy_ev": 4.801, "spin_multiplicity": 2, "symbols": ["Pb", "Pb", "Pb", "Pb", "Ag", "Cl", "O", "O", "O", "O", "Cl", "O", "O", "O", "O", "Cl", "O", "O", "O", "O", "Cl", "O", "O", "O", "O", "Cl", "O", "O", "O", "O", "Cl", "O", "O", "O", "O", "Cl", "O", "O", "O", "O", "Cl", "O", "O", "O", "O", "Cl", "O", "O", "O", "O", "Cl", "O", "O", "O", "O", "Cl", "O", "O", "O", "O", "Cl", "O", "O", "O", "O", "S", "O", "O", "O", "O", "S", "O", "O", "O", "O", "S", "O", "O", "O", "O"], "positions_angstrom": [[0.19416, -2.53474, 2.00019], [2.39869, 2.35160, 1.61603], [-1.99072, 3.09938, -3.79431], [-3.57429, -0.36768, 1.68685], [-0.13732, -2.36331, -3.07770], [3.49657, 4.97613, -3.31429], [4.86032, 5.12953, -3.75212], [3.38992, 5.63275, -2.01658], [2.60009, 5.74118, -4.15374], [3.12067, 3.62420, -3.18224], [2.07145, -0.44888, 4.39172], [2.48672, 0.66312, 3.55895], [3.23892, -1.09329, 4.86241], [1.20605, 0.05617, 5.45206], [1.36936, -1.42595, 3.60407], [-0.53305, 4.76363, -0.75490], [0.52586, 4.69211, 0.25946], [-0.40360, 5.81655, -1.69749], [-0.48571, 3.52250, -1.80070], [-1.84656, 4.89734, -0.18841], [-4.85414, -4.27268, 2.32032], [-5.27056, -4.76368, 3.59831], [-3.47990, -4.40258, 1.97665], [-5.62908, -5.03922, 1.34410], [-4.95435, -2.85176, 2.13307], [-1.70680, 2.64999, 3.19709], [-0.46976, 2.30300, 2.73876], [-1.98101, 2.74722, 4.65347], [-1.82936, 3.89415, 2.62531], [-2.65052, 1.78312, 2.55303], [2.79261, -3.61049, -6.07723], [1.88209, -3.30432, -7.14611], [2.35430, -2.95296, -4.88895], [2.97225, -4.99791, -5.83153], [4.00768, -2.96097, -6.36898], [-5.21953, 3.16372, -1.26392], [-5.10640, 4.40915, -0.57291], [-6.48429, 3.07438, -1.84811], [-4.23169, 3.00681, -2.26880], [-5.19036, 1.98853, -0.40441], [-4.35721, -2.74049, -2.16486], [-5.42850, -2.54245, -2.98943], [-4.23833, -4.11950, -1.77897], [-3.15118, -2.37303, -2.79964], [-4.48917, -1.78976, -1.10748], [3.36283, -4.26692, 2.12321], [2.31158, -4.95315, 2.78133], [3.88989, -5.13236, 1.11085], [2.75289, -3.15359, 1.44294], [4.37894, -3.81791, 2.97605], [0.37548, -5.40011, -1.02763], [-0.22899, -4.80649, -2.14608], [1.82113, -5.46346, -1.02589], [-0.24460, -4.85635, 0.17320], [0.01683, -6.77152, -1.26315], [-0.97139, -0.41860, -0.44601], [-1.53227, -1.11208, 0.76820], [-1.99500, 0.05530, -1.26739], [-0.31522, 0.68612, 0.08685], [-0.11937, -1.47944, -0.99486], [5.53347, 1.42003, 0.63855], [6.09169, 0.63829, -0.35814], [4.73107, 2.41697, 0.04281], [4.59818, 0.55763, 1.28500], [6.53811, 1.83499, 1.55929], [3.30594, 5.42850, 3.48443], [4.19422, 6.09887, 2.50563], [1.98472, 5.83871, 3.22664], [3.31099, 3.86335, 2.94784], [3.72755, 5.47508, 4.92894], [-0.11635, 0.60120, -5.42930], [-0.72059, -0.68874, -5.27207], [-0.94954, 1.21022, -3.99245], [1.32944, 0.69252, -5.31396], [-0.71081, 1.48331, -6.45099], [-2.28072, -1.80991, 4.71775], [-3.40238, -1.02532, 3.88487], [-1.49270, -2.47804, 3.74276], [-1.45083, -0.99758, 5.59607], [-2.99847, -2.70014, 5.63666]]}

***

# 5
{"formula": "AgCl3N2O22P4Sn5Zn", "method": "the ωB97M-V functional and the def2-TZVPD basis", "orbital_gap_ev": 2.10, "charge": -4, "symbols": ["Zn", "Ag", "Sn", "Sn", "Sn", "Sn", "Sn", "Cl", "Cl", "Cl", "P", "O", "O", "O", "O", "P", "O", "O", "O", "O", "P", "O", "O", "O", "O", "P", "O", "O", "O", "O", "N", "O", "O", "O", "N", "O", "O", "O"], "positions_angstrom": [[-1.13303, -1.33135, 0.27058], [2.38449, 0.55155, -1.36152], [2.51739, -3.23712, -0.02664], [-3.11935, 0.77869, -3.72247], [-3.58447, 0.85259, 3.51071], [0.09373, 4.84332, 0.25833], [3.01212, 0.79603, 2.66167], [-0.14775, 0.85793, 0.29166], [-0.50704, 2.09591, 4.16191], [3.51201, 2.93184, -0.54932], [-0.33888, -3.48857, 2.14539], [0.86110, -4.42328, 2.71654], [-1.13675, -3.28074, 3.40774], [-1.38587, -4.13833, 1.42283], [0.27048, -2.27990, 1.40113], [-3.67425, -1.62356, 0.75463], [-2.45988, -1.54754, 1.68372], [-2.80997, -1.28664, -0.44468], [-5.08659, -0.94946, 1.05302], [-3.91685, -3.15322, 0.85906], [0.19876, -1.90884, -2.69565], [-0.92053, -1.20522, -3.44118], [-0.24728, -2.10328, -1.18714], [1.57387, -1.42668, -2.82658], [-0.16613, -3.28118, -3.38558], [4.95847, -0.51812, -0.51471], [5.25221, -2.09059, -0.31076], [4.92808, -0.76195, -1.98977], [6.19027, 0.28408, -0.22380], [3.49452, -0.19602, 0.21358], [0.58601, 3.09597, -3.32939], [-0.65319, 2.95605, -3.44262], [1.46364, 2.21465, -3.23184], [0.80776, 4.15771, -2.71735], [-2.74825, 4.53198, 2.09908], [-3.65597, 4.31229, 2.79165], [-2.58051, 3.73294, 1.19763], [-1.83235, 5.23802, 2.50018]]}

***

# 6
{"formula": "AgH12O6", "method": "the ωB97M-V functional and the def2-TZVPD basis", "orbital_gap_ev": [9.68, 8.36], "charge": 2, "relative_energy_ev": 2.180, "spin_multiplicity": 2, "symbols": ["Ag", "O", "H", "H", "O", "H", "H", "O", "H", "H", "O", "H", "H", "O", "H", "H", "O", "H", "H"], "positions_angstrom": [[0.11742, -0.02353, -0.12353], [-0.82858, 1.61747, 0.46847], [-1.13758, 2.33247, -0.03953], [-1.21958, 1.75047, 1.35247], [-1.63258, -0.72253, -0.66253], [-2.32158, -0.05253, -0.46753], [-1.83158, -1.57753, -0.19253], [-0.12358, -0.71253, 1.78347], [-0.66158, -0.81653, 2.59447], [0.63542, -1.23653, 1.94047], [0.92842, -1.45153, -0.57753], [1.77042, -1.57953, -1.02653], [0.41842, -2.18053, -0.98553], [1.70042, 0.80847, 0.54547], [1.43742, 1.44347, 1.24547], [2.50242, 0.41147, 0.92847], [0.21342, 0.73847, -1.89453], [0.72142, 0.47447, -2.66953], [-0.68858, 0.77647, -2.21953]]}

***

# 7
{"formula": "AlBH12O4", "method": "the ωB97M-V functional and the def2-TZVPD basis", "orbital_gap_ev": 4.62, "charge": 2, "relative_energy_ev": 4.548, "symbols": ["Al", "B", "H", "H", "H", "H", "O", "H", "H", "O", "H", "H", "O", "H", "H", "O", "H", "H"], "positions_angstrom": [[-20.82475, 12.91557, -5.95808], [-21.30441, 9.88271, -5.35607], [-22.23494, 10.15384, -5.97856], [-21.49071, 8.82962, -4.87155], [-20.35152, 9.88997, -5.97515], [-21.23155, 10.60529, -4.43435], [-22.67405, 12.90762, -3.71353], [-23.44711, 12.40620, -3.41549], [-22.52967, 13.57074, -3.02386], [-18.91998, 13.43159, -8.08932], [-17.97820, 13.21855, -8.05467], [-19.02637, 13.96727, -8.88808], [-18.30139, 11.37487, -5.99326], [-17.55725, 11.38661, -5.37827], [-18.08862, 10.67446, -6.62445], [-18.33222, 14.20934, -5.32292], [-18.13165, 14.95721, -5.90216], [-17.69369, 14.27782, -4.59886]]}

***

# 8
{"formula": "AlF24P4", "method": "the ωB97M-V functional and the def2-TZVPD basis", "orbital_gap_ev": 4.75, "charge": -1, "relative_energy_ev": 0.685, "symbols": ["Al", "P", "F", "F", "F", "F", "F", "F", "P", "F", "F", "F", "F", "F", "F", "P", "F", "F", "F", "F", "F", "F", "P", "F", "F", "F", "F", "F", "F"], "positions_angstrom": [[0.05024, 1.05430, -0.20655], [0.77749, 1.17517, -3.83354], [2.12081, 1.87042, -4.32649], [0.60279, 2.33809, -2.70025], [-0.05679, 2.06519, -4.86143], [-0.54047, 0.43691, -3.12966], [0.88539, -0.03806, -4.85152], [1.64132, 0.33541, -2.70693], [2.36625, -1.53496, 0.62066], [2.54914, -2.96848, -0.01914], [2.00135, -0.98277, -0.86591], [0.78799, -1.61660, 0.90713], [2.30798, 0.14065, 1.05153], [2.72989, -1.98347, 2.09505], [3.94774, -1.16382, 0.43947], [-2.74271, -0.98583, -0.35159], [-4.07735, -0.25847, 0.14295], [-3.19373, -2.33297, 0.37780], [-3.41518, -1.50700, -1.71026], [-1.32721, -1.58641, -0.81397], [-2.25762, 0.48965, -1.02500], [-1.97363, -0.45025, 0.97569], [-0.47120, 1.04517, 3.60217], [-0.13218, -0.01010, 4.75189], [-1.95978, 0.50101, 3.46794], [-0.98221, 2.19780, 4.56863], [-0.75446, 2.07253, 2.28576], [1.02239, 1.68328, 3.64309], [0.09376, 0.01363, 2.47246]]}

***

# 9
{"formula": "AlF2N2O7S2", "method": "the ωB97M-V functional and the def2-TZVPD basis", "orbital_gap_ev": 4.08, "charge": 1, "relative_energy_ev": 0.439, "symbols": ["Al", "N", "S", "O", "O", "F", "S", "O", "O", "F", "N", "O", "O", "O"], "positions_angstrom": [[1.86339, -0.85903, -0.96301], [0.46774, 0.52786, -0.49241], [-0.85368, 0.57706, 0.28039], [-2.11737, 0.64143, -0.46159], [-0.79751, 1.03770, 1.63590], [-0.83600, -1.01281, 0.57094], [0.26959, 2.20096, -0.85328], [0.31860, 3.14060, 0.27433], [-0.59395, 2.49669, -2.00290], [1.69964, 2.29211, -1.57116], [0.15159, -2.77911, 0.91154], [0.53201, -2.14907, -0.03757], [0.57881, -2.50180, 1.96735], [-0.68281, -3.61261, 0.74148]]}

***

# 10
{"formula": "AlH10O5", "method": "the ωB97M-V functional and the def2-TZVPD basis", "orbital_gap_ev": 4.55, "charge": 3, "relative_energy_ev": 7.130, "symbols": ["Al", "O", "H", "H", "O", "H", "H", "O", "H", "H", "O", "H", "H", "O", "H", "H"], "positions_angstrom": [[-0.03885, 0.14281, 0.69131], [-0.98330, -2.48030, 1.64784], [-0.34986, -2.87006, 2.25040], [-1.31045, -3.21814, 1.13325], [-2.66556, 0.08753, 1.94799], [-3.27144, 0.66701, 2.40989], [-3.08733, -0.77131, 1.97490], [2.72045, 0.25611, -0.13034], [3.10802, 0.03470, -0.97710], [3.35025, -0.06740, 0.51380], [-0.17793, 0.12287, -2.25801], [-0.88075, 0.47882, -2.80168], [0.42821, -0.27761, -2.88126], [1.00096, 2.42258, -0.84789], [1.78901, 2.47953, -1.38822], [0.36858, 2.99293, -1.28495]]}

***

# 11
{"formula": "AlH4O2", "method": "the ωB97M-V functional and the def2-TZVPD basis", "orbital_gap_ev": 6.43, "charge": 3, "relative_energy_ev": 1.139, "symbols": ["Al", "O", "H", "H", "O", "H", "H"], "positions_angstrom": [[-1.58311, -0.89594, 0.37029], [0.06123, 0.15865, 1.17539], [-0.03509, 1.08575, 1.39319], [0.99932, 0.04403, 1.02345], [-0.05988, -0.25062, -1.04183], [0.40888, 0.58247, -1.09146], [0.20865, -0.72435, -1.82903]]}

***

# 12
{"formula": "ArH20O10", "method": "the ωB97M-V functional and the def2-TZVPD basis", "orbital_gap_ev": 10.38, "charge": 0, "relative_energy_ev": 0.081, "symbols": ["Ar", "O", "H", "H", "O", "H", "H", "O", "H", "H", "O", "H", "H", "O", "H", "H", "O", "H", "H", "O", "H", "H", "O", "H", "H", "O", "H", "H", "O", "H", "H"], "positions_angstrom": [[0.56031, -0.46028, 0.36846], [-1.44238, 2.57751, 0.28652], [-0.79968, 2.70242, 0.98477], [-1.84161, 3.43974, 0.17073], [-2.84368, 0.26395, 0.57010], [-2.27018, 0.99378, 0.33625], [-2.64229, 0.08526, 1.48865], [0.04577, 2.93522, 2.75921], [0.77692, 3.49251, 3.02579], [0.16911, 2.12480, 3.25341], [-1.31736, 2.00393, -2.50422], [-1.06090, 2.22007, -1.60770], [-1.22117, 1.05314, -2.55876], [2.11872, -4.42155, -0.61086], [2.64144, -4.35713, 0.18843], [2.12335, -3.53539, -0.97270], [3.50389, -1.64973, -0.76045], [3.17801, -0.78061, -0.99424], [3.80149, -1.55896, 0.14476], [2.70424, 0.56401, -2.16193], [3.58523, 0.93613, -2.20205], [2.15316, 1.20261, -2.61439], [-2.45132, -2.30751, -0.47520], [-3.35915, -2.61074, -0.48654], [-2.49341, -1.43892, -0.07516], [0.16314, 0.33131, 4.17292], [-0.47666, -0.29650, 3.83715], [0.86829, -0.21068, 4.52683], [-1.04998, -0.91008, -2.67837], [-1.55054, -1.14150, -3.46074], [-1.57278, -1.24679, -1.95067]]}